(1)
Density functional theory data (ωB97M-V/def2-TZVPD) for a cluster of 2 separate species, C5H12S in total in a non-equilibrium geometry.

XYZ file:
```
18
Properties=species:S:1:pos:R:3:forces:R:3:mulliken_charge:R:1
C 0.568 -1.095 -1.262 -0.340 2.830 0.077 -1.212
C 0.227 -0.482 -0.132 -0.676 -1.581 2.091 0.829
C -0.278 -1.388 1.089 1.404 -0.015 -1.654 -0.912
C 0.416 0.992 0.127 -0.093 1.334 -1.483 -0.444
C 1.835 1.457 -0.223 -1.383 1.030 -5.490 -1.098
H 0.826 -0.526 -2.130 0.475 0.720 -0.271 0.292
H 0.472 -2.069 -1.552 -0.429 -2.744 0.236 0.384
H -1.381 -1.322 1.258 1.255 -0.533 -0.236 0.187
H 0.102 -2.424 0.761 -1.074 1.308 1.091 0.290
H 0.229 -1.052 2.019 -0.268 -0.373 -0.511 0.282
H -0.198 1.597 -0.628 0.130 -0.962 1.526 0.269
H 0.251 1.327 1.180 -0.537 -0.493 -0.871 0.272
H 1.774 2.525 -0.734 0.516 -1.802 1.854 0.266
H 2.233 0.856 -1.129 -0.579 0.704 1.557 0.263
H 2.472 1.307 0.552 2.181 0.184 2.224 0.388
S -3.059 0.686 0.347 -1.333 0.495 -1.313 -0.284
H -2.610 -0.361 0.983 -0.078 -0.631 0.240 0.062
H -3.879 -0.028 -0.527 0.827 0.530 0.934 0.167
```
Forces are in eV/Å.

For the HOMO energy, the calculation gives -9.3 eV. The SMILES is C=C(C)CC.S. As for the spin multiplicity: 1.

(2)
Density functional theory data (ωB97M-V/def2-TZVPD) for a structure of composition C40H54F5N3O3OsS in a non-equilibrium geometry.

XYZ file:
```
107
Properties=species:S:1:pos:R:3:forces:R:3:lowdin_spin:R:1
Os -0.701 -0.062 1.311 0.097 -0.425 -0.583 2.357
C -3.688 -2.401 -2.058 0.795 1.477 -0.206 0.000
N -3.234 -1.546 -0.974 -0.050 -1.018 1.273 0.000
C -4.214 -1.673 0.118 0.773 4.269 -0.052 0.000
C -2.997 -0.212 -1.445 -1.200 0.631 -1.717 0.000
C -1.602 -0.034 -2.025 0.137 -0.471 -1.325 0.005
N -0.646 0.579 -1.084 0.336 -0.713 0.969 0.094
C 0.764 0.100 -1.175 -0.823 0.780 -0.875 0.020
C 0.776 -1.364 -1.402 0.526 0.755 -0.328 0.029
C 1.446 -1.772 -2.521 -0.692 -2.262 -1.078 0.002
C 1.400 -3.113 -2.897 -1.396 -0.684 1.007 0.015
C 0.710 -4.023 -2.019 0.697 1.870 -1.517 0.000
C 0.075 -3.609 -0.857 1.514 -0.798 -0.274 0.011
C 0.177 -2.254 -0.537 -1.361 -0.409 1.326 0.018
O -0.404 -1.889 0.638 0.348 0.886 0.028 0.186
C -0.458 -4.655 0.106 0.137 -1.830 -1.376 0.001
C -1.922 -4.450 0.322 -1.406 0.567 0.789 0.001
C -0.264 -6.125 -0.490 1.176 0.919 0.962 0.000
C 0.260 -4.681 1.422 1.012 0.120 0.195 0.001
C 2.127 -3.627 -4.122 0.049 0.563 -1.353 0.002
C 3.549 -3.763 -3.585 -0.084 -0.198 0.181 0.001
C 2.086 -2.618 -5.335 -0.640 -0.361 0.809 0.000
C 1.584 -4.974 -4.620 -0.344 0.801 0.366 0.000
C -0.851 2.055 -1.058 -0.234 -1.308 0.183 0.003
C 0.025 2.878 -0.199 1.497 1.110 -0.139 0.004
C 0.970 3.775 -0.733 -0.955 0.080 0.515 0.000
C 1.677 4.656 0.086 0.009 -0.616 0.267 0.000
C 1.408 4.547 1.443 0.672 -0.328 1.212 0.000
C 0.588 3.599 2.074 -0.309 0.603 -1.163 0.002
C -0.100 2.798 1.188 -0.839 -1.210 0.028 0.014
O -0.933 1.843 1.656 -0.114 -0.135 0.154 0.169
C 0.384 3.489 3.575 1.055 -1.236 0.214 0.001
C 0.333 2.025 4.083 0.417 0.557 0.569 0.007
C -0.894 4.098 4.013 -2.557 0.176 0.749 0.001
C 1.560 4.156 4.249 -0.403 -1.079 1.802 0.000
C 2.763 5.574 -0.471 0.955 -0.251 0.255 0.000
C 3.958 4.716 -1.061 -0.291 0.408 -0.226 0.000
C 3.440 6.457 0.620 -0.395 1.017 -1.107 0.000
C 2.165 6.498 -1.528 0.388 -0.546 -0.605 0.000
H -4.620 -2.004 -2.396 -1.072 0.286 -0.742 0.000
H -3.870 -3.400 -1.764 0.249 -1.052 0.413 0.000
H -2.971 -2.331 -2.869 0.072 -0.359 -0.276 0.000
H -5.026 -0.901 -0.033 0.175 -0.829 -0.056 0.000
H -3.783 -1.351 1.088 -0.111 -0.834 -0.602 0.000
H -4.616 -2.620 0.094 -0.829 -2.082 0.399 0.000
H -3.179 0.588 -0.752 -0.149 -0.088 1.053 -0.001
H -3.781 0.019 -2.255 0.908 -0.137 0.577 0.000
H -1.640 0.597 -2.963 0.054 -0.574 0.761 0.003
H -1.293 -1.074 -2.315 0.120 1.208 0.219 0.001
H 1.578 1.321 0.315 -0.151 -1.188 -0.117 0.006
H 1.299 0.659 -2.000 -0.211 -0.568 0.879 0.002
H 1.839 -1.088 -3.228 0.490 0.839 -0.158 0.000
H 0.656 -5.031 -2.362 -0.035 -0.387 0.202 0.000
H -2.522 -4.680 -0.555 0.057 -0.197 -0.205 0.000
H -2.185 -3.410 0.600 0.362 -0.546 -0.081 0.000
H -2.248 -5.100 1.143 -0.137 0.022 -0.123 0.000
H -0.618 -6.215 -1.463 -0.855 0.205 -1.973 0.000
H -0.906 -6.836 0.035 0.640 -0.002 0.579 0.000
H 0.835 -6.404 -0.597 -1.343 0.098 0.773 0.000
H -0.005 -3.839 2.000 -0.415 1.000 0.832 0.000
H 1.343 -4.610 1.298 0.061 -0.263 -0.120 0.000
H 0.028 -5.574 1.993 -0.079 -0.201 -0.023 0.000
H 3.786 -2.795 -3.094 0.510 -0.755 -0.389 0.000
H 4.280 -4.111 -4.324 -0.028 0.377 0.042 0.000
H 3.455 -4.549 -2.824 0.491 0.260 0.158 0.000
H 2.444 -1.656 -4.991 0.125 0.333 -0.122 0.000
H 1.040 -2.467 -5.719 0.992 -0.304 0.236 0.000
H 2.774 -2.944 -6.125 -0.352 -0.070 0.086 0.000
H 1.779 -5.716 -3.861 0.034 -0.598 -0.141 0.000
H 1.950 -5.258 -5.594 0.678 -0.137 -0.108 0.000
H 0.516 -4.881 -4.778 -0.414 -0.087 0.216 0.000
H -1.861 2.121 -0.677 -0.388 0.492 -0.159 0.000
H -0.797 2.341 -2.082 -0.034 0.824 -0.910 0.002
H 1.035 3.868 -1.795 0.212 -0.145 -0.670 0.000
H 1.993 5.103 2.146 0.173 0.614 -0.201 0.000
H -0.638 1.597 4.013 -0.752 -0.319 -0.475 0.002
H 0.478 2.101 5.166 0.466 -0.257 -0.069 0.000
H 1.054 1.353 3.620 0.207 0.012 0.082 0.004
H -1.736 3.610 3.484 0.320 0.596 -0.264 0.000
H -0.918 5.176 3.914 -0.107 0.274 -0.419 0.000
H -1.233 3.919 5.067 1.071 -0.093 -0.453 0.000
H 2.462 3.685 3.957 1.117 -0.499 -0.593 0.000
H 1.530 3.937 5.356 -0.231 0.920 -0.992 0.000
H 1.618 5.176 3.965 0.052 1.139 0.467 0.000
H 4.530 4.142 -0.288 -0.544 0.653 -0.496 0.000
H 4.616 5.441 -1.580 -0.013 -0.466 0.406 0.000
H 3.651 4.001 -1.837 -0.199 0.114 0.267 0.000
H 3.738 5.794 1.407 0.235 0.030 0.745 0.000
H 2.732 7.279 0.970 1.021 -1.074 -0.209 0.000
H 4.389 6.919 0.190 -1.314 -0.411 0.513 0.000
H 1.695 5.941 -2.356 0.651 0.188 -0.032 0.000
H 2.932 7.214 -1.853 -0.277 -0.276 -0.326 0.000
H 1.345 7.052 -1.133 -0.570 0.603 0.672 0.000
F -3.773 1.439 1.768 0.629 -0.270 -0.091 0.006
C -3.409 0.525 2.686 -2.062 0.197 1.681 0.016
C -2.322 -0.302 2.617 0.482 -0.127 -0.364 0.015
C -2.266 -1.213 3.655 0.447 -1.541 1.121 0.035
F -1.239 -2.129 3.622 -0.527 0.614 0.262 0.019
C -3.160 -1.339 4.754 2.293 -0.146 -1.211 -0.004
F -2.903 -2.141 5.793 -0.133 -0.103 -0.460 -0.002
C -4.209 -0.479 4.782 -1.142 -0.210 1.004 0.017
F -5.097 -0.582 5.795 0.365 0.437 -0.653 0.005
C -4.336 0.417 3.761 -0.431 1.840 -1.709 -0.005
F -5.387 1.284 3.744 0.482 -0.659 0.223 -0.003
O 3.874 -0.172 0.143 0.540 0.187 -0.277 0.412
S 2.627 -0.728 0.670 -0.702 0.184 0.255 0.481
N 1.328 0.310 0.149 0.325 1.596 1.222 0.046
```
Forces are in eV/Å.

For the HOMO energy (spin up / spin down), the calculation gives -8.0 / -8.4 eV. As for the expectation value of S²: 6.02. As for the spin multiplicity: 5.

Calculated energy relative to the best compared isomer or geometry (same formula, charge and spin) in order - 2.005; 0.000 eV